16
Properties=species:S:1:pos:R:3:forces:R:3 method="wB97M-V/def2-TZVPD" smiles="[NH3+][C@]1(S)C=NC=NC1" total_energy_ev=-19574.031 e_lumo_ev=-4.39 orbital_gap_ev=9.62 max_force_ev_per_a=4.3 charge=+1 de_lowest_kcal_mol=74.35
C 0.40859 -0.28482 -1.38867 -0.501 -0.473 1.266
C 2.20558 0.43565 -0.23697 1.988 0.073 -0.091
C 0.46179 -0.19717 1.09870 -1.023 -0.283 1.466
C -0.36618 0.01075 -0.16371 -2.249 3.168 0.641
N 1.62068 -0.01416 -1.41868 1.020 -0.047 -0.569
N 1.77471 0.29804 0.93174 0.408 -0.229 0.188
N -1.82681 -0.53830 -0.14468 1.064 -4.190 0.353
S -0.77147 1.87492 -0.18873 0.359 -0.678 -1.600
H -0.00582 -0.85489 -2.15217 -0.986 -0.703 -1.703
H 3.25719 0.67985 -0.33110 -0.095 0.548 -0.208
H 0.13117 0.38301 2.03276 -0.447 -1.141 -1.370
H 0.50257 -1.27419 1.33287 0.120 0.154 0.236
H -2.44561 -0.10254 0.52730 0.024 0.497 0.207
H -1.87491 -1.59868 0.03062 0.564 1.399 0.680
H -2.30586 -0.63437 -1.02639 -0.084 1.359 -1.074
H -0.76563 1.81691 1.09711 -0.162 0.545 1.578



16
Properties=species:S:1:pos:R:3:forces:R:3 method="wB97M-V/def2-TZVPD" smiles=CNc1nc[nH]c1N total_energy_ev=-10237.941 e_lumo_ev=0.82 orbital_gap_ev=7.70 max_force_ev_per_a=0.9 charge=0 de_lowest_kcal_mol=6.95
C -1.82953 0.88574 0.61019 -0.103 0.045 0.136
C 0.03471 -0.04724 0.15218 -0.234 0.516 -0.677
C -0.28941 0.72207 -0.94343 0.181 -0.269 0.401
C 1.18169 -1.67983 1.49412 0.048 -0.069 0.085
N -0.93495 0.07473 1.10208 -0.095 -0.104 0.218
N -1.49008 1.31294 -0.63539 0.092 -0.076 -0.147
N 0.33830 0.87639 -2.18833 -0.048 0.002 -0.133
N 1.19916 -0.79360 0.34838 0.293 -0.056 -0.400
H -2.72337 1.19166 1.11298 -0.230 0.131 0.042
H 0.90429 -1.09238 2.36583 0.061 -0.124 0.081
H 0.46290 -2.50118 1.39382 -0.021 0.019 0.061
H 2.18046 -2.09172 1.63111 -0.013 -0.012 0.060
H -2.02044 1.91625 -1.24115 -0.020 -0.081 0.112
H 1.33325 0.70857 -2.11111 -0.022 0.135 -0.045
H 0.17352 1.79126 -2.59133 0.194 -0.079 0.036
H 1.47949 -1.27367 -0.49994 -0.085 0.023 0.170



16
Properties=species:S:1:pos:R:3:forces:R:3 method="wB97M-V/def2-TZVPD" total_energy_ev=-10235.305 e_lumo_ev=0.74 orbital_gap_ev=8.68 max_force_ev_per_a=4.1 charge=0 de_lowest_kcal_mol=67.74
C 1.03723 1.49976 -0.17934 0.088 -0.165 0.332
C -0.49283 -0.50046 0.27301 -2.229 3.374 -0.604
C 0.69876 0.07501 0.05862 2.722 -2.340 0.314
N -0.79078 -1.82230 0.19414 -0.147 -0.895 0.586
C -2.65046 0.62822 -0.14574 0.590 -0.492 -0.850
N 1.80882 -0.96731 0.11099 -0.476 1.443 -0.512
N -1.61319 0.49029 0.55008 1.372 -1.706 0.461
N 2.96040 -0.54284 -0.13550 -1.010 0.196 0.065
H -0.08310 -2.40292 0.62461 0.014 -0.147 -0.345
H -1.73255 -2.13190 0.37622 0.047 0.353 0.264
H 3.64923 -1.31289 -0.05948 -0.643 0.002 0.135
H 1.03580 1.72204 -1.24683 -0.045 0.096 -0.039
H 0.32687 2.14525 0.33186 -0.002 0.124 -0.029
H 2.05145 1.67514 0.18552 -0.113 0.143 0.013
H -2.77372 0.13834 -1.12120 -0.204 -0.070 0.147
H -3.43191 1.30657 0.18303 0.038 0.083 0.062



16
Properties=species:S:1:pos:R:3:forces:R:3 method="wB97M-V/def2-TZVPD" total_energy_ev=-10234.007 e_lumo_ev=0.26 orbital_gap_ev=8.27 max_force_ev_per_a=4.0 charge=0 de_lowest_kcal_mol=97.68
C 0.25929 -1.09063 1.30919 -0.207 -1.442 1.518
C 0.31569 0.61473 0.66920 0.106 1.972 -3.468
C -0.17136 0.01551 -0.78984 0.637 0.152 1.219
N 1.66674 1.02558 0.56449 -1.423 -0.910 0.507
N -1.48970 0.31477 -1.00824 -0.205 0.310 0.140
C 0.63265 -0.69488 -1.59081 -0.237 0.101 0.203
N -0.46741 -1.91623 1.71784 0.144 0.142 -0.768
N -0.51048 1.41603 1.31010 0.785 -0.775 1.181
H 1.93769 1.57613 1.36661 0.317 0.281 -0.660
H 2.04733 1.06970 -0.36753 0.193 0.351 0.437
H -1.83662 0.18904 -1.94656 0.025 0.068 0.070
H -1.77761 1.17072 -0.53437 0.043 -0.306 -0.238
H -1.15192 -2.61604 1.50013 -0.060 -0.014 0.278
H -1.36642 0.97471 1.62994 -0.225 0.005 -0.494
H 1.61665 -0.99835 -1.27434 0.125 0.015 0.131
H 0.29549 -1.05078 -2.55579 -0.017 0.051 -0.056



16
Properties=species:S:1:pos:R:3:forces:R:3 method="wB97M-V/def2-TZVPD" smiles="N[C@@H]1C=NN=C[C@@H]1N" total_energy_ev=-10235.210 e_lumo_ev=0.07 orbital_gap_ev=9.33 max_force_ev_per_a=4.6 charge=0 de_lowest_kcal_mol=69.93
C -0.55417 0.50326 -0.43926 0.389 -0.095 -1.748
C 0.79961 0.94001 -0.97411 1.345 1.348 1.556
C 0.79663 0.54141 1.62790 0.730 -0.196 -1.799
C -0.37459 -0.13162 0.94205 -0.551 0.728 1.758
H -0.37422 -1.22709 -1.72951 0.955 -0.427 -0.589
H -1.73011 -0.16365 -1.99597 1.737 -1.308 0.748
H -1.27763 1.35588 -0.72816 0.950 -1.032 1.574
H 0.72585 1.13092 -2.04341 0.740 -0.044 0.018
H 0.78241 0.61856 2.66855 0.053 -0.204 1.650
H -1.18151 0.01853 1.70253 0.005 0.081 -1.167
H -0.87553 -1.96174 0.28221 -0.342 -0.060 0.226
H 0.67148 -1.74094 0.38694 1.242 -0.349 -0.304
N -0.97027 -0.53998 -1.36340 -4.148 1.768 -0.992
N 1.90232 1.17935 -0.30533 -2.090 -1.097 -2.519
N 1.82507 1.05832 1.07432 -0.636 0.406 1.230
N -0.16531 -1.58120 0.89466 -0.377 0.483 0.357



16
Properties=species:S:1:pos:R:3:forces:R:3 method="wB97M-V/def2-TZVPD" smiles="C1NN=C2NNC[C@H]12" total_energy_ev=-10232.540 e_lumo_ev=0.90 orbital_gap_ev=8.27 max_force_ev_per_a=7.3 charge=0 de_lowest_kcal_mol=131.50
C -1.01529 0.37639 1.22849 -5.892 -4.042 -1.539
C -0.19527 0.25587 -0.93876 4.209 -0.540 0.120
C 1.45147 -0.83159 0.51662 0.625 -0.673 -3.125
C -0.09683 -0.50779 0.40742 -0.309 -1.892 -1.917
H -1.97677 -0.20409 1.78233 3.246 1.322 -0.666
H -0.39477 0.88389 1.84986 0.919 2.721 1.903
H -2.64719 0.18573 -0.04153 1.993 2.367 -0.918
H -0.56310 2.26573 -1.26624 -2.226 -2.781 1.661
H 2.51569 -0.54546 -1.63532 -0.930 -1.317 2.595
H 2.13609 -0.05057 0.87524 -0.492 -0.142 0.589
H 1.82490 -1.92562 0.80050 -1.300 2.573 -0.151
H -0.50361 -1.50602 0.05206 -0.073 0.754 1.078
N -1.96383 1.04763 0.09102 1.128 -0.410 2.647
N -1.01146 1.29279 -0.93657 -1.743 2.294 -1.721
N 0.80864 0.08676 -1.70978 -1.892 0.247 0.667
N 1.63134 -0.82364 -1.07531 2.739 -0.480 -1.225



16
Properties=species:S:1:pos:R:3:forces:R:3 method="wB97M-V/def2-TZVPD" total_energy_ev=-10233.502 e_lumo_ev=0.69 orbital_gap_ev=7.85 max_force_ev_per_a=9.5 charge=0 de_lowest_kcal_mol=109.32
C -0.70773 0.64612 -1.89909 -0.519 2.339 0.221
C 0.34420 -1.99183 0.05716 -1.221 3.466 -0.713
C 0.33200 -1.06043 1.04027 0.626 1.764 -1.067
C 0.09244 0.29025 0.42946 0.091 -1.796 -0.065
H -0.41134 0.45783 -2.96967 0.352 0.242 1.191
H -1.76024 0.30364 -1.83507 0.140 0.811 -0.102
H -0.51499 1.73262 -1.53357 -0.889 -1.611 -1.242
H 0.24222 -1.78157 -2.18939 -0.527 1.985 3.807
H 0.34988 -3.00136 0.17154 0.379 -2.676 -0.124
H 0.59496 -1.08779 2.05677 -0.029 -0.623 1.004
H -0.10823 2.21216 2.96093 0.392 -2.317 -2.113
H 1.25675 1.78893 2.52548 4.271 1.205 -0.767
N -0.00986 -0.10463 -0.91161 0.250 6.970 -0.406
N -0.02066 -1.34328 -1.15244 1.111 -9.317 -1.524
N -0.08345 1.51347 0.89525 1.595 -1.283 1.220
N 0.40405 1.42587 2.35397 -6.023 0.840 0.679



16
Properties=species:S:1:pos:R:3:forces:R:3 method="wB97M-V/def2-TZVPD" smiles="C=C(N)C#N.C=NN" total_energy_ev=-10235.563 e_lumo_ev=0.77 orbital_gap_ev=9.48 max_force_ev_per_a=1.1 charge=0 de_lowest_kcal_mol=61.78
C 2.03250 -1.01468 0.00966 0.441 0.573 0.764
N 1.47612 -0.67013 1.10173 0.473 -0.451 0.110
C -1.43995 0.09117 -0.60120 -0.409 0.675 -0.409
N 1.41246 0.63469 1.46758 -0.481 0.115 -0.569
N -1.59008 0.11763 0.77273 0.390 -0.326 0.284
C -0.79948 1.00502 -1.35289 0.401 -0.742 0.219
C -2.28565 -0.86425 -1.27625 -0.806 0.537 -0.244
N -3.09754 -1.45150 -1.84041 0.322 -0.346 0.084
H 1.27505 0.75384 2.46145 0.333 0.142 -0.339
H 1.93916 1.32093 0.92602 -0.004 -0.215 0.493
H -0.79171 0.50089 1.26081 -0.007 0.069 -0.027
H -1.92634 -0.73107 1.20150 0.108 -0.059 -0.124
H 2.53828 -0.30537 -0.64972 -0.165 0.083 -0.070
H 2.22741 -2.06364 -0.13215 -0.468 -0.229 -0.283
H -0.96185 1.07271 -2.41292 0.117 -0.333 -0.177
H -0.00837 1.60374 -0.93595 -0.244 0.510 0.288